The following is a DFT calculation (ωB97M-V with the def2-TZVPD basis set) of a molecular structure, C43H42NiP2 in a non-equilibrium geometry.

As for the HOMO energy (spin up / spin down): -5.616 / -7.371 eV. The energy relative to the best compared isomer or geometry (same formula, charge and spin) is 0.00 kJ/mol. As for the spin multiplicity: 3. For the frontier orbital gap (spin up / spin down), the calculation gives 5.86 / 7.20 eV.

Last column: Mulliken charge in e.
Element x y z (Å)
Ni  1.126  -0.518  -0.445  0.04
C  -1.626  0.224  4.131  0.28
C  -2.383  -0.101  3.105  -1.14
C  -2.965  0.886  2.127  -1.28
C  -1.865  1.705  1.398  0.44
C  -0.857  2.545  2.182  -0.68
C  -0.893  2.775  3.487  -0.29
C  -2.114  2.667  4.320  -0.83
C  -2.020  1.347  5.091  -0.73
C  1.871  -0.568  3.733  -1.51
H  -0.831  -0.443  4.507  0.45
H  -2.857  -1.093  3.075  0.56
H  -3.752  1.575  2.517  0.54
H  -3.513  0.315  1.355  0.48
H  -1.314  0.990  0.738  -0.51
H  -2.377  2.338  0.643  0.41
H  -0.071  2.952  1.538  0.46
H  0.058  2.916  4.032  0.25
H  -3.032  2.687  3.727  0.26
H  -2.126  3.498  5.046  0.50
H  -1.317  1.475  5.927  0.09
H  -2.978  1.092  5.562  0.45
H  1.720  -1.604  3.394  0.29
H  2.945  -0.369  3.773  0.37
H  1.435  0.103  2.975  0.16
P  -0.042  -1.837  -3.344  0.41
P  1.625  0.452  -3.663  0.36
C  -0.930  -0.331  -3.858  -0.63
C  -0.110  0.719  -4.144  -0.84
C  -0.534  -2.993  -4.709  0.55
C  -1.581  -2.718  -5.612  -0.09
C  -1.944  -3.685  -6.572  -0.67
C  -1.251  -4.881  -6.657  -0.37
C  -0.165  -5.133  -5.804  -0.57
C  0.200  -4.190  -4.856  -0.54
C  -1.078  -2.383  -1.952  0.17
C  -0.866  -1.596  -0.778  -0.42
C  -1.513  -2.005  0.408  0.10
C  -2.561  -2.960  0.377  -0.70
C  -2.875  -3.569  -0.857  -0.59
C  -2.139  -3.297  -2.010  -0.44
C  2.401  0.892  -5.328  0.18
C  2.179  0.026  -6.420  -0.21
C  2.677  0.340  -7.692  -0.67
C  3.402  1.511  -7.884  -0.40
C  3.635  2.373  -6.819  -0.66
C  3.137  2.066  -5.536  -0.32
C  1.918  1.982  -2.711  0.27
C  3.159  2.084  -2.050  -0.25
C  3.448  3.239  -1.296  -0.69
C  2.502  4.262  -1.213  -0.45
C  1.269  4.137  -1.832  -0.71
C  0.949  2.982  -2.550  -0.19
H  -2.013  -0.340  -3.990  0.79
H  -0.406  1.629  -4.669  0.77
H  -2.105  -1.778  -5.579  0.37
H  -2.778  -3.470  -7.235  0.38
H  -1.550  -5.640  -7.401  0.33
H  0.387  -6.075  -5.886  0.35
H  1.062  -4.374  -4.198  0.37
H  -0.706  -0.468  -1.074  -0.23
H  -1.243  -1.525  1.365  0.40
H  -3.125  -3.180  1.258  0.46
H  -3.696  -4.292  -0.909  0.36
H  -2.374  -3.775  -2.964  0.37
H  1.600  -0.893  -6.278  0.29
H  2.488  -0.343  -8.530  0.38
H  3.789  1.753  -8.878  0.34
H  4.200  3.297  -6.958  0.38
H  3.322  2.760  -4.711  0.26
H  3.873  1.267  -2.103  0.40
H  4.407  3.322  -0.801  0.43
H  2.741  5.174  -0.649  0.37
H  0.525  4.941  -1.780  0.37
H  -0.029  2.881  -3.004  0.36
C  1.253  -0.402  5.049  0.33
C  0.745  -0.267  6.154  0.40
C  0.568  -0.272  7.576  0.51
C  -0.653  0.073  8.185  -0.08
C  -0.788  0.121  9.559  -0.65
C  0.306  -0.222  10.384  -0.33
C  1.515  -0.675  9.795  -0.64
C  1.639  -0.659  8.406  -0.33
H  -1.507  0.302  7.520  0.30
H  -1.748  0.417  9.989  0.37
H  0.222  -0.162  11.478  0.36
H  2.341  -1.025  10.393  0.38
H  2.565  -0.976  7.917  0.40

The following is a DFT calculation (ωB97M-V with the def2-TZVPD basis set) of a molecular structure, C40H42NOP2Re in a non-equilibrium geometry.

As for the HOMO energy (spin up / spin down): -12.304 / -13.294 eV. The energy relative to the best compared isomer or geometry (same formula, charge and spin) is 0.00 kJ/mol. As for the spin multiplicity: 5. Its charge is +2. For the frontier orbital gap (spin up / spin down), the calculation gives 6.90 / 6.36 eV.

Last column: Mulliken charge in e.
Element x y z (Å)
Re  -0.106  -0.003  3.566  0.88
C  -2.024  -0.124  4.798  -0.52
C  -2.177  -0.305  3.374  -0.29
C  -2.895  0.761  2.549  -1.00
C  -2.013  1.973  2.173  -0.93
C  -0.587  1.833  2.672  -0.17
C  -0.336  1.966  4.124  -0.75
C  -1.467  2.333  5.087  -0.95
C  -2.437  1.186  5.428  -0.91
C  1.741  0.007  2.652  -1.32
H  -2.214  -1.001  5.425  0.90
H  -2.348  -1.328  3.027  0.49
H  -3.785  1.126  3.093  0.44
H  -3.217  0.253  1.623  0.26
H  -2.029  2.089  1.075  0.38
H  -2.459  2.908  2.549  0.34
H  0.141  2.278  1.978  0.64
H  0.594  2.501  4.369  0.53
H  -1.994  3.231  4.732  0.39
H  -1.001  2.656  6.026  0.38
H  -2.472  1.054  6.522  0.47
H  -3.474  1.452  5.150  0.37
H  2.433  0.387  3.423  0.36
H  1.806  0.627  1.749  0.29
H  2.015  -1.034  2.429  0.38
P  -0.359  -1.564  -3.406  0.57
P  1.276  0.636  -3.606  0.43
C  -1.257  -0.094  -3.959  -0.33
C  -0.397  0.932  -4.243  -0.74
C  -0.850  -2.891  -4.623  0.46
C  -2.003  -2.809  -5.419  -0.03
C  -2.328  -3.820  -6.332  -0.66
C  -1.498  -4.926  -6.496  -0.45
C  -0.348  -5.028  -5.710  -0.64
C  -0.015  -4.022  -4.794  -0.41
C  -1.167  -1.982  -1.820  0.70
C  -0.732  -1.327  -0.643  -0.52
C  -1.370  -1.605  0.557  0.63
C  -2.440  -2.512  0.598  -0.73
C  -2.867  -3.167  -0.573  -1.00
C  -2.219  -2.903  -1.781  -0.67
C  2.197  1.092  -5.161  0.44
C  2.062  0.228  -6.267  -0.34
C  2.614  0.562  -7.505  -0.64
C  3.337  1.746  -7.670  -0.49
C  3.497  2.600  -6.570  -0.65
C  2.941  2.267  -5.323  -0.38
C  1.638  2.078  -2.525  0.56
C  2.882  2.108  -1.854  -0.39
C  3.234  3.233  -1.112  -0.73
C  2.355  4.322  -1.019  -0.46
C  1.108  4.272  -1.658  -0.78
C  0.734  3.135  -2.376  -0.19
H  -2.354  -0.078  -3.970  0.63
H  -0.577  1.814  -4.870  0.69
H  -2.665  -1.946  -5.329  0.29
H  -3.240  -3.739  -6.923  0.40
H  -1.734  -5.694  -7.235  0.40
H  0.295  -5.899  -5.817  0.38
H  0.893  -4.105  -4.199  0.41
H  0.088  -0.608  -0.664  0.40
H  -1.002  -1.109  1.481  0.02
H  -2.945  -2.723  1.546  0.26
H  -3.699  -3.876  -0.546  0.40
H  -2.540  -3.410  -2.696  0.35
H  1.497  -0.697  -6.154  0.31
H  2.472  -0.099  -8.361  0.40
H  3.766  2.010  -8.640  0.39
H  4.041  3.532  -6.690  0.40
H  3.081  2.948  -4.483  0.28
H  3.557  1.253  -1.932  0.43
H  4.205  3.273  -0.610  0.46
H  2.645  5.212  -0.453  0.43
H  0.427  5.125  -1.605  0.43
H  -0.258  3.077  -2.834  0.41
O  0.693  -0.829  5.079  -0.48
N  0.915  -0.799  6.460  0.26
C  -0.096  -0.678  7.356  0.26
C  0.201  -0.800  8.705  -1.02
C  1.501  -1.117  9.111  -0.10
C  2.504  -1.251  8.152  -0.72
C  2.196  -1.066  6.821  -0.12
H  -1.120  -0.525  6.986  0.36
H  -0.597  -0.658  9.428  0.44
H  1.704  -1.309  10.158  0.43
H  3.517  -1.498  8.433  0.42
H  2.907  -1.122  5.993  0.45

The following is a DFT calculation (ωB97M-V with the def2-TZVPD basis set) of 8 unconnected molecules or ions with the total composition H16O8 in a non-equilibrium geometry.

As for the HOMO energy: -10.384 eV. The energy relative to the best compared isomer or geometry (same formula, charge and spin) is 216.24 kJ/mol. As for the spin multiplicity: 1. For the frontier orbital gap, the calculation gives 10.40 eV.

Last column: Mulliken charge in e.
Element x y z (Å)
O  -7.435  -12.549  18.200  -0.62
H  -7.434  -13.489  17.922  0.31
H  -8.314  -12.400  18.509  0.30
O  -11.817  -9.910  14.065  -0.59
H  -11.312  -9.885  13.268  0.28
H  -11.249  -9.591  14.734  0.30
O  -12.851  -9.861  17.093  -0.63
H  -13.061  -10.622  16.587  0.27
H  -12.899  -9.217  16.419  0.30
O  -9.230  -9.658  19.305  -0.63
H  -9.926  -9.189  19.740  0.31
H  -8.562  -9.013  19.067  0.29
O  -10.462  -11.425  17.703  -0.64
H  -10.203  -10.895  18.446  0.44
H  -11.204  -11.014  17.348  0.26
O  -9.260  -12.219  15.079  -0.59
H  -9.391  -11.620  14.321  0.27
H  -9.606  -11.747  15.866  0.34
O  -11.657  -8.186  19.192  -0.62
H  -12.066  -7.368  18.940  0.27
H  -12.249  -8.812  18.727  0.36
O  -12.527  -12.540  15.152  -0.56
H  -13.265  -13.148  15.007  0.28
H  -12.680  -11.894  14.482  0.31

no.,DFT total energy (hartree)
1,-3854.38696
2,-2439.61204
3,-611.50025